1.
The following is a DFT calculation (wB97M-V/def2-TZVPD) of a 2-piece molecular cluster, C7H14N2 overall.

Structure (XYZ):
```
23
Properties=species:S:1:pos:R:3
C 1.619 -1.423 0.061
H 0.540 1.730 1.511
H -2.119 1.789 -1.096
H -1.653 -1.810 -0.515
N 2.381 -1.604 1.051
H -0.779 -1.039 1.496
H -0.810 2.381 -0.066
H -0.450 1.661 -1.635
C 0.064 0.901 2.030
C -1.101 1.597 -0.760
C -0.582 -0.057 1.086
H -1.541 -0.817 -1.975
H -0.687 1.323 2.703
H 0.818 0.393 2.628
H 1.061 -2.284 -0.304
H 2.886 -0.765 1.343
C -0.979 0.213 -0.184
H -2.869 -0.571 -0.848
C 1.495 -0.179 -0.782
H 1.191 -1.127 -2.433
C -1.807 -0.811 -0.919
N 1.333 -0.190 -2.049
H 1.988 0.689 -0.343
```

Its SMILES is [H]/N=C\C=N/[H].CC=C(C)C. Its orbital gap is 9.592 eV. Its multiplicity is 1. For the HOMO energy, the calculation gives -8.86 eV. The total charge is 0.

2.
The following is a DFT calculation (wB97M-V/def2-TZVPD) of C23H50GdN5OP2 as an isolated structure.

Structure (XYZ):
```
82
Properties=species:S:1:pos:R:3
C -3.229 0.746 0.038
C 0.012 0.018 3.710
H -0.726 2.280 -2.333
H 2.193 2.848 2.837
H 2.517 0.808 -5.480
P 1.433 -0.003 2.484
C 2.675 1.274 -3.336
C -4.426 -2.456 0.044
H 2.057 3.224 -2.546
Gd 0.138 0.312 -0.001
H 0.847 0.471 5.678
H 2.862 -1.449 -2.870
C 1.506 -2.332 -1.430
H 2.873 0.042 5.350
H -5.948 -0.751 1.300
C 1.909 -1.776 2.309
H 2.053 0.432 -0.013
H -0.671 2.633 -4.055
H 3.275 3.278 -3.837
N -4.169 -1.667 -1.192
H -3.064 1.334 -0.890
H 3.725 -0.990 4.194
C -0.934 1.856 -3.324
C -2.649 -1.323 1.218
H 2.342 -3.033 -1.291
H -0.697 1.873 2.681
C -4.881 -0.464 1.292
H -6.023 -0.723 -1.030
O 1.492 3.497 0.201
P 1.334 0.352 -2.535
H -4.842 0.156 -2.018
N -4.059 -1.699 1.286
H 3.503 2.721 4.030
N 1.368 -1.616 -0.156
H -0.949 0.164 -5.603
H 3.473 1.184 -2.580
C -0.758 1.354 3.651
H -2.020 1.691 -3.364
H 0.478 1.215 -5.574
H 2.389 -3.172 0.722
C 1.788 -1.431 -2.644
H -0.646 -0.776 3.310
C 2.563 2.260 3.679
H -5.501 -2.693 0.084
H 0.649 -3.123 1.072
H -2.994 1.316 0.954
H -4.658 0.104 2.194
H -2.042 -2.255 1.145
H 1.569 2.952 -4.221
H 2.995 -1.816 2.470
H 1.271 -1.830 -3.526
H -2.401 -0.733 2.108
H 1.011 -1.243 5.214
C 2.364 2.764 -3.488
C 3.502 0.046 4.450
C 0.364 -0.361 5.150
H 3.457 -0.375 -4.553
H -2.562 -0.675 -2.127
H -1.831 1.168 3.826
H 4.146 1.219 -4.902
H -3.818 -3.369 0.015
C 1.564 -2.501 0.995
H 1.449 -2.309 3.154
H 1.825 2.333 4.490
C -0.198 0.537 -3.607
H -0.562 -0.595 5.695
N -4.660 0.378 0.091
C -4.971 -0.432 -1.107
C -2.746 -1.289 -1.235
C 2.851 0.808 3.291
H 1.953 -0.764 -0.125
H 0.587 -2.942 -1.548
H 0.641 -0.560 -5.331
C 1.053 2.423 0.140
H 3.579 0.831 2.464
C 3.218 0.686 -4.644
H 4.453 0.539 4.702
H -0.390 2.062 4.411
N -2.329 -0.478 -0.014
C 0.025 0.324 -5.112
H -2.139 -2.219 -1.243
H -0.837 -0.293 -3.244
```

Its orbital gap (spin up / spin down) is 7.532 / 5.827 eV. Its multiplicity is 8. For the HOMO energy (spin up / spin down), the calculation gives -14.08 / -14.16 eV. The expectation value of S² is 16.053. The total charge is +2.

Quick rundown of calculated total energy, same order as above: -10464.215; -73555.789 eV
Quick rundown of energy above the lowest of the compared OMol25 structures with the same formula, charge and spin, same order as above: 49.6; 13.3 kcal/mol